No. 1
{
  "formula": "C41H32ClEuF5N8O6PTe",
  "method": "the ωB97M-V functional and the def2-TZVPD basis",
  "species": ["Eu", "C", "N", "C", "N", "C", "N", "C", "C", "C", "C", "C", "C", "C", "N", "N", "C", "O", "C", "C", "C", "C", "C", "C", "N", "C", "N", "C", "N", "C", "H", "H", "H", "H", "H", "H", "H", "H", "H", "H", "H", "H", "H", "H", "H", "H", "O", "C", "O", "C", "C", "C", "C", "C", "C", "P", "C", "C", "C", "C", "C", "C", "C", "C", "C", "C", "C", "C", "H", "H", "H", "H", "H", "H", "H", "H", "H", "H", "H", "H", "H", "H", "Cl", "C", "C", "O", "O", "H", "H", "F", "Te", "F", "F", "F", "F", "O"],
  "xyz": [[1.297, 1.857, -1.005], [4.847, -0.205, 3.329], [4.247, 0.657, 2.250], [3.313, 0.445, 1.269], [3.199, 1.573, 0.519], [4.020, 2.445, 1.166], [4.700, 1.935, 2.164], [3.957, -1.154, 4.074], [4.142, -2.563, 4.070], [3.448, -3.361, 5.027], [2.484, -2.898, 5.859], [2.246, -1.486, 5.811], [2.969, -0.631, 4.966], [1.053, -0.840, 6.354], [0.211, -1.321, 7.272], [-0.835, -0.443, 7.392], [-0.659, 0.504, 6.533], [0.552, 0.380, 5.847], [-1.461, 1.691, 6.251], [-2.698, 1.831, 6.862], [-3.394, 3.004, 6.625], [-3.031, 3.830, 5.602], [-1.884, 3.601, 4.866], [-1.485, 4.490, 3.712], [-1.005, 3.636, 2.631], [0.005, 3.803, 1.760], [0.143, 2.659, 0.989], [-0.967, 1.927, 1.350], [-1.728, 2.436, 2.301], [-1.049, 2.556, 5.234], [5.208, 0.562, 4.014], [5.852, -0.626, 2.997], [2.816, -0.528, 1.042], [4.190, 3.461, 0.851], [4.918, -3.042, 3.426], [3.732, -4.407, 4.967], [1.890, -3.551, 6.520], [2.760, 0.427, 4.985], [-3.100, 1.134, 7.627], [-4.297, 3.275, 7.142], [-3.679, 4.683, 5.321], [-0.612, 5.112, 3.959], [-2.388, 5.090, 3.523], [0.757, 4.558, 1.804], [-1.183, 0.903, 0.907], [-0.200, 2.318, 4.635], [0.562, -0.693, -0.934], [-0.157, -1.372, -1.659], [0.052, -1.475, -3.077], [-1.382, -2.187, -1.277], [-1.895, -2.332, 0.040], [-3.253, -2.678, 0.276], [-4.006, -3.010, -0.867], [-3.429, -3.221, -2.117], [-2.188, -2.590, -2.387], [-1.259, -2.248, -3.886], [-2.155, -0.928, -4.778], [-1.492, 0.141, -5.390], [-2.221, 1.205, -5.929], [-3.577, 1.317, -5.684], [-4.230, 0.324, -4.948], [-3.560, -0.832, -4.552], [-0.646, -3.564, -4.925], [0.108, -4.623, -4.300], [0.607, -5.680, -5.048], [0.373, -5.724, -6.408], [-0.388, -4.757, -7.040], [-0.895, -3.646, -6.329], [-1.249, -2.063, 0.916], [-3.672, -2.538, 1.282], [-5.081, -3.236, -0.786], [-3.953, -3.696, -2.925], [-0.449, 0.127, -5.334], [-1.704, 1.898, -6.577], [-4.091, 2.172, -6.092], [-5.301, 0.376, -4.720], [-4.165, -1.645, -4.161], [0.395, -4.645, -3.236], [1.272, -6.382, -4.575], [0.844, -6.522, -7.029], [-0.755, -4.934, -8.053], [-1.380, -2.855, -6.911], [5.160, 1.996, -4.898], [4.515, 0.480, -4.079], [3.052, 0.607, -3.874], [2.400, -0.060, -4.723], [2.530, 1.296, -2.885], [5.099, 0.204, -3.153], [4.730, -0.351, -4.788], [-2.483, 3.787, -3.440], [-0.986, 4.039, -2.370], [0.026, 4.478, -3.996], [-1.368, 5.880, -2.407], [0.853, 4.339, -1.570], [-2.078, 3.856, -0.800], [-0.434, 2.238, -2.397]],
  "forces_ev_per_a": [[-1.39, -0.18, -4.42], [1.47, 0.69, -0.57], [-0.92, -0.51, -0.80], [1.03, 0.03, -0.07], [0.31, -1.30, 1.99], [0.71, -0.11, -0.21], [-0.59, -0.29, 0.05], [-0.71, -1.18, 0.75], [0.16, 1.14, 0.71], [1.50, -0.56, -1.97], [-0.88, 1.61, 0.69], [-0.34, 0.57, -1.26], [1.02, -1.52, -0.59], [-2.95, 0.12, 2.08], [1.92, 0.61, -1.55], [-0.25, 0.27, -0.55], [1.65, -0.06, -0.07], [-0.21, -1.82, 0.98], [0.10, -0.91, -0.61], [-0.34, 0.47, 1.47], [-0.65, -0.49, -0.02], [-0.15, 1.51, -1.05], [0.97, -0.07, 0.34], [-0.05, -0.25, 0.56], [-1.09, -1.16, -2.38], [-0.21, -3.21, 0.13], [-1.57, 1.88, 1.77], [-0.33, -0.86, 0.06], [2.09, 1.34, -0.12], [-1.15, -0.11, 0.46], [-0.27, 0.04, 0.23], [-1.64, 0.00, -0.14], [0.49, 1.02, 0.41], [-0.11, 0.05, -0.09], [-0.80, 0.52, 0.55], [-0.36, -0.07, 0.37], [0.42, 0.50, -0.41], [0.00, 0.11, -0.05], [0.70, 0.35, -0.70], [-0.24, -0.36, 0.31], [0.44, -0.53, 0.30], [-0.50, 0.13, 0.09], [0.63, -0.02, -0.85], [0.01, 0.60, -0.04], [0.16, 1.61, 0.53], [0.64, -0.04, -0.06], [1.51, 1.75, 0.60], [-4.03, -3.10, -0.36], [-1.64, -1.11, -0.52], [2.18, 2.18, -0.70], [-0.93, 0.28, 1.56], [2.39, 1.31, -0.93], [-1.25, -1.40, -0.22], [0.85, 1.74, -0.03], [0.52, -1.57, 0.07], [0.67, 2.38, 1.94], [-0.85, -0.08, 0.66], [-1.45, -0.56, 0.36], [0.34, -0.57, 0.02], [0.28, -0.32, 0.04], [-0.27, -0.52, -0.08], [0.48, 0.38, -0.76], [0.80, -1.18, -0.46], [-0.26, 0.52, -0.12], [0.17, 0.96, 0.18], [0.46, -0.84, -1.09], [-1.17, 0.41, 0.36], [0.75, -0.43, 0.64], [-0.60, -0.24, -0.98], [0.11, -0.41, -0.60], [0.62, -0.10, 0.18], [-0.48, 0.01, -0.12], [1.65, 0.21, -0.46], [0.02, 0.34, 0.33], [-0.26, 0.05, 0.15], [0.45, 0.17, -0.22], [0.36, 0.12, 0.30], [-0.57, 0.52, -0.50], [-0.08, -0.26, 0.07], [-0.62, 0.60, 0.65], [0.61, 0.37, 0.10], [-0.11, -0.25, 0.61], [-0.14, -0.73, 0.76], [2.33, -0.50, 0.07], [-3.12, -1.36, -1.11], [0.63, 1.54, 1.89], [0.91, -0.57, -0.01], [-0.53, 0.98, -0.73], [-0.46, 0.85, 0.42], [-1.05, -0.42, -0.71], [1.05, -0.29, -2.42], [-0.40, -0.41, 0.16], [-0.56, 2.10, 0.21], [2.27, -0.58, 1.76], [-1.05, -0.26, 1.57], [0.76, -1.29, 1.22]],
  "s_squared": 12.03,
  "gap_ev": [4.502, 7.853],
  "spin_multiplicity": 7
}

---

No. 2
{
  "formula": "C41H32FN2O3RuSi",
  "method": "the ωB97M-V functional and the def2-TZVPD basis",
  "species": ["Ru", "C", "C", "C", "C", "C", "C", "C", "F", "C", "C", "C", "O", "C", "C", "N", "C", "C", "O", "O", "H", "H", "H", "H", "H", "H", "H", "H", "H", "H", "H", "C", "C", "C", "C", "C", "C", "C", "C", "C", "C", "C", "C", "C", "C", "C", "N", "H", "H", "H", "H", "H", "H", "H", "H", "H", "H", "C", "C", "C", "C", "C", "C", "Si", "C", "C", "C", "C", "C", "C", "H", "H", "H", "H", "H", "H", "H", "H", "H", "H", "H"],
  "xyz": [[-0.037, 0.236, -1.676], [-4.284, -3.736, 3.111], [-2.996, -3.313, 3.802], [-3.297, -2.615, 5.119], [-2.013, -2.203, 5.812], [-1.207, -1.320, 4.905], [-0.373, -0.347, 5.405], [0.361, 0.463, 4.542], [1.153, 1.405, 5.088], [0.299, 0.323, 3.189], [-0.548, -0.662, 2.657], [-0.592, -0.832, 1.201], [0.147, -0.104, 0.497], [-1.464, -1.837, 0.711], [-2.192, -2.565, 1.614], [-2.169, -2.418, 2.945], [-1.313, -1.468, 3.505], [-1.660, -2.222, -0.744], [-2.401, -3.166, -0.972], [-1.055, -1.546, -1.659], [-4.907, -4.254, 3.840], [-4.128, -4.419, 2.280], [-4.833, -2.866, 2.749], [-2.391, -4.202, 4.012], [-3.874, -3.299, 5.742], [-3.923, -1.739, 4.924], [-1.435, -3.099, 6.064], [-2.215, -1.683, 6.749], [-0.272, -0.205, 6.474], [0.898, 0.935, 2.528], [-2.841, -3.323, 1.204], [-0.029, -0.720, -5.899], [-0.677, 0.397, -6.440], [-1.072, 1.417, -5.604], [-0.808, 1.317, -4.231], [-0.156, 0.205, -3.664], [0.224, -0.818, -4.546], [-1.155, 2.332, -3.259], [-1.868, 3.517, -3.594], [-2.181, 4.414, -2.632], [-1.773, 4.183, -1.291], [-2.057, 5.105, -0.261], [-1.626, 4.877, 1.016], [-0.877, 3.720, 1.294], [-0.590, 2.809, 0.313], [-1.055, 3.009, -1.002], [-0.779, 2.076, -1.996], [0.269, -1.529, -6.557], [-0.867, 0.459, -7.503], [-1.573, 2.280, -6.023], [0.700, -1.712, -4.160], [-2.159, 3.677, -4.620], [-2.729, 5.318, -2.869], [-2.615, 5.998, -0.512], [-1.844, 5.586, 1.803], [-0.511, 3.549, 2.299], [0.011, 1.936, 0.523], [4.249, 2.217, 1.910], [3.792, 0.905, 1.881], [3.200, 0.401, 0.734], [3.058, 1.185, -0.416], [3.534, 2.497, -0.365], [4.122, 3.014, 0.784], [2.241, 0.571, -1.999], [2.846, -1.148, -2.450], [2.542, -2.264, -1.667], [2.993, -3.530, -2.012], [3.760, -3.702, -3.155], [4.066, -2.608, -3.953], [3.609, -1.346, -3.603], [4.704, 2.614, 2.809], [3.893, 0.277, 2.758], [2.848, -0.623, 0.735], [3.446, 3.131, -1.241], [4.484, 4.034, 0.794], [2.704, 1.521, -3.047], [1.916, -2.157, -0.787], [2.739, -4.382, -1.394], [4.115, -4.688, -3.426], [4.655, -2.740, -4.851], [3.844, -0.502, -4.242]],
  "forces_ev_per_a": [[-0.48, -0.60, 0.59], [-0.02, -0.01, 0.01], [0.06, 0.00, -0.03], [-0.03, 0.00, -0.02], [0.02, -0.01, 0.03], [-0.01, 0.08, -0.12], [0.03, -0.02, -0.02], [-0.03, -0.04, 0.09], [0.01, -0.01, -0.03], [0.00, -0.03, 0.03], [0.09, 0.01, -0.09], [0.13, 0.04, -0.07], [-0.21, 0.06, 0.03], [0.02, 0.01, 0.07], [-0.03, 0.01, -0.01], [0.00, 0.03, -0.05], [-0.03, -0.07, 0.13], [-0.04, -0.03, -0.05], [0.00, -0.02, 0.01], [0.23, -0.29, -0.19], [0.00, 0.00, 0.00], [0.02, 0.00, 0.00], [0.00, 0.01, 0.00], [0.00, 0.01, 0.02], [0.00, 0.00, 0.00], [0.00, 0.00, 0.01], [0.00, 0.01, 0.02], [-0.01, 0.00, 0.00], [-0.03, 0.02, 0.01], [0.01, -0.01, -0.02], [0.01, -0.01, -0.01], [-0.04, 0.03, -0.12], [0.05, -0.05, 0.06], [0.05, -0.04, 0.02], [0.12, 0.04, 0.12], [-0.10, 0.21, -0.10], [-0.06, -0.05, 0.18], [-0.10, 0.08, -0.09], [0.04, -0.06, 0.12], [0.02, -0.01, -0.01], [-0.10, 0.08, -0.03], [0.03, -0.03, -0.01], [0.02, -0.03, -0.03], [-0.01, 0.03, 0.05], [0.07, -0.03, -0.12], [0.09, -0.07, -0.05], [0.34, 0.62, -0.21], [0.01, 0.00, 0.00], [0.00, -0.02, -0.01], [-0.02, 0.02, 0.02], [0.00, 0.01, 0.01], [-0.01, 0.00, -0.01], [-0.01, 0.00, 0.01], [-0.01, 0.00, 0.02], [0.00, 0.00, 0.01], [0.02, 0.00, 0.00], [-0.02, 0.04, 0.05], [0.00, 0.01, 0.04], [-0.02, 0.02, 0.01], [0.00, -0.05, -0.04], [0.04, 0.09, 0.01], [-0.03, 0.04, 0.02], [-0.02, -0.01, -0.03], [-0.14, 0.04, -0.17], [0.18, 0.01, 0.02], [-0.08, -0.02, 0.01], [0.00, 0.03, -0.02], [0.01, -0.04, -0.01], [-0.02, 0.00, -0.01], [0.01, 0.00, 0.03], [0.01, 0.00, 0.00], [0.01, 0.00, 0.00], [-0.01, 0.00, -0.01], [0.00, 0.00, -0.01], [-0.01, 0.01, 0.00], [-0.03, -0.03, -0.05], [0.02, 0.02, 0.01], [0.00, -0.01, 0.00], [0.00, 0.00, -0.01], [0.01, 0.00, 0.00], [0.01, 0.01, 0.01]],
  "s_squared": 0.76,
  "gap_ev": [7.306, 6.799],
  "spin_multiplicity": 2
}

---

| no. | energy (hartree) |
| --- | --- |
| 1 | -4750.22758 |
| 2 | -2401.14670 |